Entry 1:
The following is a DFT calculation (the ωB97M-V functional and the def2-TZVPD basis) of a structure of composition C31H21CdF10N7O2S at a distorted geometry.

Atoms and positions in Å:
1 Cd 0.105 0.605 0.841
2 S 2.736 2.554 4.785
3 F -1.569 -1.752 1.071
4 F -0.508 1.447 -4.488
5 F 1.148 -3.436 -2.723
6 F -5.135 1.078 -0.531
7 F 1.417 -2.748 -5.388
8 F -5.757 -3.573 -0.167
9 F 0.211 -1.662 -0.931
10 F 0.508 -0.264 -6.170
11 F -6.627 -1.040 -0.836
12 F -3.182 -3.857 0.775
13 O 3.981 0.757 -2.236
14 O 2.482 0.508 -0.191
15 N 1.303 -1.118 1.553
16 N 2.311 -1.551 0.825
17 N -0.714 -0.118 3.093
18 N -2.381 0.806 0.584
19 N -0.445 3.057 0.572
20 N 1.410 1.574 2.556
21 N -0.145 0.954 -1.538
22 C -0.061 3.326 -0.807
23 C 3.621 -1.350 -1.147
24 C -2.820 -1.529 0.597
25 C 3.851 -2.722 -1.138
26 C 0.394 -1.259 -2.214
27 C 5.187 -2.548 -3.117
28 C 4.186 -0.568 -2.171
29 C -2.815 2.151 0.310
30 C -4.555 -0.115 -0.183
31 C 2.736 -0.723 -0.133
32 C 0.277 4.008 1.405
33 C -0.313 -1.791 4.747
34 C -3.208 -0.175 0.327
35 C -1.203 -1.178 5.600
36 C 1.978 1.965 3.498
37 C -4.935 -2.493 -0.038
38 C 0.838 -2.184 -3.123
39 C 4.631 -3.320 -2.107
40 C -5.367 -1.215 -0.356
41 C -0.039 -1.200 3.501
42 C -1.567 0.455 3.909
43 C 0.504 -0.599 -4.854
44 C 4.968 -1.186 -3.149
45 C -1.860 3.201 0.875
46 C -1.824 -0.003 5.194
47 C -0.450 2.315 -1.890
48 C 0.952 -1.854 -4.473
49 C 0.076 0.104 -2.511
50 C 0.043 0.318 -3.934
51 C 1.014 -1.698 2.666
52 C -3.631 -2.624 0.441
53 H 1.616 -2.531 3.035
54 H 4.792 -4.389 -2.089
55 H 0.120 2.633 -2.775
56 H -3.783 2.358 0.794
57 H 0.193 -2.704 5.028
58 H -1.515 2.417 -2.143
59 H -1.406 -1.597 6.578
60 H -2.956 2.308 -0.768
61 H -2.217 4.198 0.544
62 H -0.452 4.315 -1.126
63 H -2.486 0.539 5.851
64 H -2.066 1.334 3.521
65 H 0.056 3.828 2.456
66 H -1.939 3.160 1.967
67 H 1.033 3.381 -0.815
68 H 0.005 5.051 1.151
69 H 3.380 -3.296 -0.356
70 H 3.365 0.964 -1.467
71 H 5.776 -3.010 -3.899
72 H 5.385 -0.572 -3.934
73 H 1.349 3.886 1.264

Summary:
Lowest unoccupied orbital energy: 4.42 eV
Net charge: -2
Energy relative to the best compared isomer or geometry (same formula, charge and spin): 6.38 kcal per mole
HOMO energy: -0.0648 Eh

Entry 2:
The following is a DFT calculation (the ωB97M-V functional and the def2-TZVPD basis) of a structure of composition C29H28BN10NiP.

Atoms and positions in Å:
1 Ni 0.898 0.136 -0.106
2 P -1.512 1.055 -0.364
3 N 2.712 2.192 1.131
4 N 0.966 0.019 2.054
5 N 0.312 -1.995 0.105
6 N 3.764 -0.071 0.782
7 N 1.772 2.068 0.169
8 N 0.770 -4.283 -0.722
9 N 2.143 0.286 2.659
10 N 2.027 -6.170 -0.473
11 N 2.919 -0.511 -0.171
12 N 2.606 -4.297 0.750
13 C -1.741 -0.964 -3.951
14 C -4.479 -0.984 2.528
15 C 1.785 -4.881 -0.144
16 C 4.885 -1.562 -0.403
17 C -2.722 0.231 0.728
18 C -2.500 2.415 -1.128
19 C 1.473 3.294 -0.229
20 C 2.127 -0.161 3.923
21 C -3.873 0.223 2.854
22 C -1.225 0.056 -1.846
23 C 0.897 -0.744 4.161
24 C -4.193 -1.592 1.314
25 C -3.319 -0.987 0.418
26 C -2.171 -0.339 -2.794
27 C 2.226 4.243 0.474
28 C -4.500 3.738 -1.415
29 C -1.916 3.115 -2.186
30 C 4.950 -0.689 0.667
31 C 0.165 -0.119 -2.008
32 C 0.522 -3.062 -0.285
33 C -3.795 2.743 -0.744
34 C -0.372 -1.150 -4.157
35 C 0.212 -0.608 2.948
36 C 3.000 3.489 1.331
37 C 0.551 -0.734 -3.210
38 C -3.916 4.421 -2.469
39 C -2.616 4.107 -2.851
40 C -2.992 0.820 1.965
41 C 3.580 -1.405 -0.891
42 B 3.278 0.952 1.847
43 H -4.650 -2.540 1.061
44 H 1.607 -0.884 -3.425
45 H 0.546 -1.196 5.073
46 H 2.921 -6.580 -0.273
47 H -0.034 -1.623 -5.073
48 H -5.513 3.971 -1.112
49 H -3.229 -0.147 -2.640
50 H -0.787 -0.920 2.685
51 H -4.269 2.219 0.076
52 H -0.914 2.856 -2.512
53 H 0.737 3.444 -1.004
54 H 5.755 -0.456 1.345
55 H 2.207 5.314 0.372
56 H 3.229 -4.843 1.316
57 H 3.093 -1.881 -1.729
58 H -4.468 5.190 -2.993
59 H 4.193 1.259 2.567
60 H 1.519 -6.522 -1.265
61 H 5.663 -2.200 -0.782
62 H 3.733 3.778 2.066
63 H -3.084 -1.472 -0.522
64 H 2.987 -0.031 4.560
65 H -2.150 4.631 -3.676
66 H -2.497 1.747 2.236
67 H 2.400 -3.357 1.055
68 H -2.455 -1.289 -4.698
69 H -5.164 -1.453 3.222
70 H -4.075 0.690 3.810

Summary:
Lowest unoccupied orbital energy (alpha / beta): 0.27 / 0.27 eV
Multiplicity: 3
Energy relative to the best compared isomer or geometry (same formula, charge and spin): 0.00 kcal per mole
HOMO energy (alpha / beta): -0.2611 / -0.2933 Eh

Entry 3:
The following is a DFT calculation (the ωB97M-V functional and the def2-TZVPD basis) of a structure of composition C30H42N6O7SSc at a distorted geometry.

Atoms and positions in Å:
1 Sc 0.852 -0.170 -0.137
2 S 3.585 -1.448 3.733
3 O -0.102 1.271 0.633
4 O -0.505 -2.062 -1.375
5 O 2.011 -2.455 -0.330
6 O 2.480 0.170 -1.000
7 O -2.212 1.986 0.339
8 O -0.834 -1.081 1.261
9 O 4.347 1.379 -1.302
10 N 2.072 -0.502 1.859
11 N 2.702 -0.673 -3.592
12 N 0.042 0.780 -2.216
13 N 3.325 0.497 -3.108
14 N 1.523 -2.696 2.558
15 N -0.373 2.147 -2.180
16 C -5.508 -1.973 0.275
17 C 3.981 2.689 2.103
18 C -1.469 4.047 -3.103
19 C -2.812 1.614 4.800
20 C -0.028 -3.365 -1.064
21 C -1.033 2.618 -3.410
22 C 3.426 0.733 -1.735
23 C 4.878 1.058 3.642
24 C 3.907 0.175 3.187
25 C 3.019 1.803 1.660
26 C -0.025 2.606 -4.558
27 C 1.458 -3.407 -1.228
28 C -1.798 1.203 5.658
29 C -0.817 -0.071 3.868
30 C -1.864 -0.069 1.540
31 C -1.415 1.187 0.756
32 C -3.652 -0.518 -0.206
33 C -3.194 -0.651 1.102
34 C -3.909 -1.448 1.992
35 C -2.267 1.781 -3.777
36 C 4.909 2.321 3.078
37 C -0.805 0.358 5.191
38 C 2.993 0.519 2.195
39 C 3.441 -2.486 -0.326
40 C -2.833 1.182 3.485
41 C -4.804 -1.173 -0.617
42 C 2.282 -1.557 2.594
43 C -1.419 -2.048 -2.474
44 C -5.060 -2.108 1.580
45 C -1.834 0.332 3.013
46 H -0.023 -0.712 3.513
47 H -1.929 -1.089 -2.478
48 H -1.782 1.546 6.684
49 H -2.011 0.762 -4.089
50 H 5.583 0.767 4.411
51 H -3.575 -1.541 3.020
52 H -0.963 -1.770 1.925
53 H 1.733 -3.144 -2.255
54 H -0.892 -2.200 -3.419
55 H -3.620 1.507 2.814
56 H -2.964 1.735 -2.934
57 H 2.297 2.106 0.916
58 H -0.316 -3.596 -0.035
59 H -0.010 0.035 5.851
60 H 3.384 -1.419 -3.681
61 H 3.820 -2.461 -1.350
62 H 0.188 1.586 -4.899
63 H 5.657 3.033 3.403
64 H 1.174 -2.926 1.642
65 H -0.485 -4.113 -1.712
66 H -3.129 0.134 -0.895
67 H -1.925 4.502 -3.984
68 H -0.608 4.647 -2.802
69 H -2.174 -2.823 -2.342
70 H 4.017 3.685 1.682
71 H -6.412 -2.477 -0.044
72 H 1.881 -3.488 3.068
73 H 4.160 0.793 -3.590
74 H 3.787 -3.396 0.166
75 H 1.833 -4.410 -1.004
76 H -3.591 2.276 5.158
77 H -0.981 2.282 -1.381
78 H -5.161 -1.048 -1.632
79 H 0.910 3.073 -4.239
80 H -0.593 0.225 -2.776
81 H 2.358 -0.475 -4.523
82 H -0.417 3.158 -5.414
83 H -2.791 2.235 -4.621
84 H 0.920 0.774 -2.716
85 H -5.611 -2.719 2.284
86 H -2.200 4.061 -2.289
87 H 3.799 -1.609 0.203

Summary:
Lowest unoccupied orbital energy: -2.16 eV
Net charge: +1
HOMO energy: -0.4083 Eh

Entry 4:
The following is a DFT calculation (the ωB97M-V functional and the def2-TZVPD basis) of a cluster of 2 separate species, CH2FO3S2 in total at a distorted geometry.

Atoms and positions in Å:
1 S -0.542 -1.127 -1.391
2 S -1.308 0.623 -0.498
3 F 2.721 -0.530 0.384
4 O -1.353 0.260 0.924
5 O -0.361 1.701 -0.809
6 O -2.606 0.866 -1.130
7 C 1.415 -0.629 0.757
8 H 1.103 -1.566 0.986
9 H 0.932 0.401 0.777

Summary:
Lowest unoccupied orbital energy (alpha / beta): 3.39 / 1.94 eV
Net charge: -1
Energy relative to the best compared isomer or geometry (same formula, charge and spin): 59.66 kcal per mole
HOMO energy (alpha / beta): -0.1887 / -0.1784 Eh